# 1
{
  "formula": "C23H59BF4N6O11P3S",
  "method": "ωB97M-V/def2-TZVPD",
  "fmax_ev_per_a": 7.19,
  "e_lumo_ev": 1.147,
  "homo_lumo_gap_ev": 6.013,
  "charge": -1,
  "species": ["C", "C", "B", "O", "P", "C", "O", "C", "F", "F", "F", "S", "O", "O", "F", "O", "C", "C", "C", "C", "O", "C", "O", "C", "C", "O", "O", "H", "H", "H", "H", "H", "H", "H", "H", "H", "H", "H", "H", "H", "H", "H", "H", "H", "H", "H", "H", "H", "H", "H", "O", "P", "N", "C", "C", "N", "C", "C", "N", "C", "C", "H", "H", "H", "H", "H", "H", "H", "H", "H", "H", "H", "H", "H", "H", "H", "H", "H", "H", "O", "P", "N", "C", "C", "N", "C", "C", "N", "C", "C", "H", "H", "H", "H", "H", "H", "H", "H", "H", "H", "H", "H", "H", "H", "H", "H", "H", "H"],
  "positions_angstrom": [[-1.275, -2.382, 2.048], [-2.354, -1.527, 1.356], [-1.696, -0.358, 0.513], [-0.567, -0.682, -0.239], [-2.444, 1.456, 0.599], [-3.505, 3.042, 0.681], [-2.767, 4.294, 0.555], [-3.408, 5.365, 0.965], [-3.227, 5.601, 2.287], [-2.962, 6.442, 0.322], [-4.740, 5.330, 0.787], [-2.758, 1.534, -1.691], [-2.640, 2.871, -2.219], [-1.952, 0.567, -2.402], [-4.303, 1.106, -1.974], [-2.453, 1.370, 2.358], [-1.510, 2.239, 2.898], [-1.149, 1.914, 4.343], [-0.351, 2.349, 1.884], [0.782, 1.371, 2.118], [1.908, 1.702, 1.312], [2.501, 0.550, 0.795], [3.782, 0.911, 0.341], [4.397, -0.148, -0.364], [5.041, 0.426, -1.630], [5.065, -0.495, -2.713], [-0.947, 2.248, 0.611], [-1.741, -3.264, 2.492], [-0.824, -1.798, 2.853], [-0.494, -2.704, 1.362], [-2.981, -1.125, 2.153], [-3.003, -2.158, 0.740], [-0.862, -1.261, -0.955], [-3.756, 0.786, 0.652], [-4.051, 2.991, 1.620], [-4.220, 3.016, -0.139], [-1.843, 3.289, 2.955], [-1.893, 2.372, 4.995], [-0.205, 2.391, 4.608], [-1.113, 0.842, 4.534], [0.122, 3.337, 1.916], [0.480, 0.326, 2.012], [1.099, 1.491, 3.160], [2.608, -0.226, 1.571], [1.878, 0.187, -0.031], [3.672, -0.917, -0.659], [5.142, -0.639, 0.272], [6.050, 0.748, -1.366], [4.443, 1.295, -1.892], [4.900, -1.377, -2.370], [-4.172, -5.461, 1.839], [-4.727, -6.509, 2.766], [-3.205, -7.324, 2.995], [-2.596, -8.242, 2.056], [-2.246, -6.563, 3.786], [-5.886, -7.230, 1.675], [-5.583, -8.382, 0.852], [-6.635, -6.245, 0.892], [-5.285, -7.429, 4.097], [-4.817, -8.729, 4.525], [-6.580, -7.035, 4.647], [-1.781, -8.775, 2.552], [-2.196, -7.751, 1.158], [-3.292, -9.020, 1.746], [-2.406, -6.735, 4.860], [-2.324, -5.487, 3.604], [-1.224, -6.854, 3.552], [-4.729, -8.214, 0.181], [-6.450, -8.620, 0.233], [-5.399, -9.277, 1.450], [-6.082, -5.903, 0.009], [-6.874, -5.370, 1.493], [-7.579, -6.689, 0.568], [-4.862, -9.476, 3.727], [-5.450, -9.086, 5.341], [-3.800, -8.698, 4.912], [-7.402, -7.594, 4.183], [-6.760, -5.972, 4.479], [-6.614, -7.189, 5.728], [5.520, 3.485, -3.448], [5.195, 4.753, -4.157], [6.503, 4.962, -5.251], [7.774, 5.578, -4.935], [6.579, 3.918, -6.267], [5.147, 5.841, -2.785], [6.208, 6.777, -2.475], [4.679, 5.200, -1.552], [4.141, 5.690, -5.069], [4.510, 6.777, -5.944], [2.733, 5.637, -4.684], [8.313, 5.787, -5.862], [8.413, 4.956, -4.292], [7.645, 6.548, -4.461], [5.932, 4.158, -7.121], [6.272, 2.944, -5.877], [7.596, 3.810, -6.642], [7.181, 6.287, -2.321], [5.960, 7.314, -1.558], [6.312, 7.547, -3.243], [5.477, 4.656, -1.032], [3.877, 4.495, -1.755], [4.279, 5.965, -0.883], [5.103, 7.546, -5.437], [3.605, 7.258, -6.316], [5.063, 6.434, -6.819], [2.483, 6.425, -3.964], [2.496, 4.676, -4.224], [2.084, 5.734, -5.555]],
  "forces_ev_per_angstrom": [[-0.42, -0.03, -0.07], [0.14, 0.13, 0.38], [0.37, -0.15, -0.41], [-0.39, 0.20, -0.05], [-1.22, -0.82, 2.46], [0.32, -0.16, -0.82], [-0.18, -0.33, 0.05], [0.05, 0.00, 0.04], [0.01, 0.09, 0.38], [0.28, 0.38, -0.16], [-0.36, -0.05, -0.08], [1.70, 0.73, -1.05], [-0.60, 0.11, 0.12], [-0.58, -0.65, 0.08], [-0.10, -0.09, -0.01], [0.45, 0.09, -0.02], [0.67, 0.98, 0.21], [-0.14, 0.12, -0.08], [0.27, -0.03, -0.20], [0.15, 0.10, 0.46], [0.01, -0.32, -0.02], [-0.05, 0.24, -0.09], [-0.15, -0.11, 0.01], [0.11, 0.07, -0.28], [-0.21, -0.10, 0.67], [0.13, 0.00, -0.01], [0.00, 0.01, -0.35], [0.11, -0.08, 0.07], [0.17, -0.06, 0.01], [0.06, -0.01, -0.01], [-0.25, 0.13, -0.20], [0.05, -0.01, -0.14], [0.37, -0.12, -0.04], [-0.15, 0.27, -0.28], [0.18, 0.07, 0.17], [-0.07, 0.00, 0.00], [-0.65, -0.17, -0.24], [-0.15, -0.25, 0.07], [0.11, -0.12, 0.01], [0.14, -0.04, -0.02], [-0.13, 0.10, 0.24], [-0.08, 0.01, -0.32], [-0.02, -0.08, 0.07], [-0.13, -0.04, 0.05], [0.11, -0.22, -0.04], [-0.18, 0.10, 0.00], [0.00, -0.01, 0.07], [0.09, 0.13, -0.32], [0.13, 0.05, -0.32], [0.02, -0.01, -0.01], [-1.62, 2.46, 2.06], [3.10, -5.57, -3.34], [0.27, -0.73, -0.02], [-0.09, 0.13, -0.17], [-0.37, 0.20, 0.21], [-0.88, 0.64, 0.17], [0.19, -0.30, 0.23], [0.24, 0.12, -0.11], [-1.38, 2.90, 1.24], [0.59, -0.10, 0.21], [-0.15, -0.15, -0.17], [0.08, 0.12, 0.02], [0.03, -0.07, -0.04], [-0.05, 0.09, -0.05], [0.04, 0.03, 0.01], [0.07, 0.00, -0.04], [-0.02, -0.08, -0.08], [-0.05, -0.05, -0.04], [-0.06, 0.13, 0.02], [0.15, 0.06, 0.04], [-0.03, 0.06, 0.02], [0.05, 0.03, -0.02], [0.03, -0.08, 0.01], [0.02, 0.06, -0.04], [-0.18, 0.15, -0.06], [0.01, -0.02, -0.07], [0.00, 0.00, 0.04], [-0.02, 0.00, -0.06], [0.04, 0.00, 0.00], [-2.35, -1.10, -1.30], [3.78, 3.35, 1.27], [0.02, 0.54, 0.06], [0.06, 0.05, 0.16], [-0.46, -0.16, -0.04], [-0.05, -0.01, 0.26], [0.02, 0.21, -0.21], [0.11, -0.20, -0.05], [-1.82, -2.51, -0.35], [0.45, 0.01, -0.33], [-0.02, 0.14, 0.24], [0.00, -0.16, -0.04], [0.04, 0.04, -0.01], [-0.03, -0.11, 0.04], [0.03, -0.04, -0.01], [0.05, 0.00, 0.02], [0.05, 0.11, 0.08], [0.00, 0.09, 0.08], [-0.08, -0.09, 0.04], [0.06, -0.11, -0.08], [-0.04, -0.04, 0.01], [0.03, -0.03, 0.01], [0.05, 0.08, -0.05], [0.00, -0.03, 0.03], [-0.11, -0.09, 0.15], [0.10, 0.00, 0.07], [-0.01, -0.01, -0.02], [0.04, 0.02, 0.05], [0.06, 0.00, -0.03]]
}

---

# 2
{
  "formula": "C2H7N3O",
  "method": "ωB97M-V/def2-TZVPD",
  "fmax_ev_per_a": 4.06,
  "e_lumo_ev": [-0.365, -0.092],
  "homo_lumo_gap_ev": [8.372, 8.011],
  "relative_energy_kcal_mol": 188.6,
  "charge": 0,
  "species": ["C", "C", "N", "N", "N", "O", "H", "H", "H", "H", "H", "H", "H"],
  "positions_angstrom": [[1.930, -0.446, -0.557], [1.043, 0.171, 0.566], [0.185, 1.101, 0.067], [-2.613, 0.618, -0.209], [-1.599, -0.167, 0.058], [-1.631, -0.991, 0.950], [1.426, -1.072, -1.241], [2.312, 0.354, -1.016], [2.616, -1.140, -0.248], [1.787, 0.708, 1.340], [0.621, -0.767, 1.023], [-2.648, 0.855, -1.173], [-3.428, 0.777, 0.442]],
  "forces_ev_per_angstrom": [[-2.39, -0.45, 1.34], [2.47, -1.56, 1.01], [-0.51, 0.61, 0.20], [-1.60, 0.01, 1.85], [0.68, -1.51, -0.72], [-0.74, 1.34, 0.12], [-1.53, -0.12, -0.95], [2.06, 2.69, -2.24], [2.31, -1.15, 1.59], [-1.59, -1.01, -1.32], [-0.34, 1.16, 0.45], [0.03, 0.68, -0.35], [1.14, -0.69, -0.97]]
}

---

# 3
{
  "formula": "C35H44Cl3N5O2Tm",
  "method": "ωB97M-V/def2-TZVPD",
  "multiplicity": 3,
  "fmax_ev_per_a": 4.06,
  "e_lumo_ev": [-2.821, -2.820],
  "homo_lumo_gap_ev": [7.154, 7.171],
  "s_squared": 2.002,
  "charge": 1,
  "species": ["Tm", "C", "C", "C", "C", "C", "C", "C", "C", "C", "C", "H", "H", "H", "H", "H", "H", "H", "H", "H", "H", "H", "H", "H", "H", "C", "C", "C", "C", "C", "C", "C", "N", "C", "C", "C", "C", "C", "C", "C", "N", "C", "C", "C", "C", "H", "H", "H", "H", "H", "H", "H", "H", "H", "H", "H", "H", "H", "H", "H", "H", "H", "H", "H", "H", "H", "H", "H", "H", "Cl", "C", "Cl", "Cl", "C", "N", "C", "N", "C", "C", "C", "O", "N", "C", "O", "H", "H", "H", "H", "H", "H"],
  "positions_angstrom": [[0.000, 0.000, 0.000], [2.450, 1.411, 2.502], [3.235, 0.093, 2.457], [4.418, 0.231, 1.496], [2.283, -1.046, 2.124], [1.120, -1.175, 2.869], [0.152, -2.096, 2.531], [0.325, -2.935, 1.443], [-0.715, -3.948, 1.116], [1.504, -2.846, 0.719], [2.467, -1.909, 1.050], [3.109, 2.270, 2.615], [1.734, 1.437, 3.324], [1.894, 1.547, 1.575], [3.645, -0.110, 3.462], [4.061, 0.401, 0.480], [5.060, -0.652, 1.492], [5.037, 1.086, 1.773], [0.962, -0.528, 3.714], [-0.757, -2.163, 3.108], [-0.549, -4.862, 1.691], [-0.706, -4.204, 0.056], [-1.712, -3.577, 1.356], [1.651, -3.503, -0.122], [3.368, -1.854, 0.464], [-4.223, 4.794, 3.346], [-2.724, 4.716, 3.709], [-2.633, 4.559, 5.244], [-2.043, 6.054, 3.346], [-2.061, 3.569, 2.928], [-1.439, 2.491, 3.556], [-0.868, 1.502, 2.777], [-0.871, 1.509, 1.430], [-1.468, 2.542, 0.763], [-2.062, 3.570, 1.514], [-1.468, 2.541, -0.763], [-2.062, 3.570, -1.515], [-2.061, 3.568, -2.928], [-1.438, 2.490, -3.556], [-0.868, 1.502, -2.776], [-0.871, 1.508, -1.430], [-2.723, 4.716, -3.709], [-2.042, 6.053, -3.346], [-4.222, 4.794, -3.346], [-2.632, 4.558, -5.244], [-4.727, 5.582, 3.918], [-4.731, 3.847, 3.563], [-4.382, 5.017, 2.285], [-3.118, 5.398, 5.756], [-1.592, 4.531, 5.585], [-3.129, 3.643, 5.585], [-2.473, 6.884, 3.918], [-2.156, 6.303, 2.285], [-0.968, 6.020, 3.563], [-1.381, 2.391, 4.633], [-0.374, 0.647, 3.229], [-2.542, 4.402, 1.014], [-2.542, 4.402, -1.014], [-1.380, 2.390, -4.633], [-0.374, 0.647, -3.229], [-2.155, 6.303, -2.286], [-2.472, 6.884, -3.918], [-0.968, 6.020, -3.564], [-4.382, 5.017, -2.286], [-4.730, 3.847, -3.563], [-4.726, 5.582, -3.918], [-1.591, 4.530, -5.586], [-3.117, 5.398, -5.757], [-3.129, 3.643, -5.586], [-3.598, -3.356, -2.920], [-1.844, -3.193, -3.191], [-1.057, -4.777, -2.967], [-1.549, -2.612, -4.850], [-1.288, -2.230, -2.229], [-0.848, -1.467, -1.467], [3.570, -2.431, -3.583], [3.147, -1.185, -2.966], [3.820, 0.034, -3.305], [3.444, 1.190, -2.747], [2.329, 1.172, -1.784], [1.957, 2.206, -1.254], [1.716, 0.000, -1.488], [2.111, -1.168, -2.065], [1.530, -2.201, -1.768], [4.417, -2.272, -4.285], [2.728, -2.875, -4.155], [3.902, -3.147, -2.801], [4.640, 0.033, -4.016], [3.949, 2.118, -2.999], [-2.005, 0.000, 0.000]],
  "forces_ev_per_angstrom": [[0.47, -1.31, 1.07], [0.08, -0.15, 0.25], [0.41, -0.01, 0.23], [-0.12, -0.14, 0.07], [0.40, 0.54, -0.24], [-0.11, 0.13, 0.06], [-0.29, 0.22, 0.07], [-0.08, -0.15, -0.14], [-0.40, -0.25, -0.21], [-0.14, -0.39, 0.19], [0.15, 0.18, 0.13], [0.09, 0.02, -0.01], [0.09, 0.03, -0.04], [0.01, 0.17, -0.23], [-0.15, 0.11, -0.20], [0.00, 0.04, -0.15], [-0.06, 0.00, 0.02], [-0.06, -0.04, 0.04], [0.12, -0.04, 0.28], [-0.16, -0.02, 0.15], [-0.03, -0.03, -0.05], [0.08, -0.07, 0.03], [0.01, -0.04, 0.04], [0.09, -0.05, 0.12], [0.12, 0.05, -0.13], [-0.10, -0.16, -0.21], [-0.26, 0.47, 0.31], [0.21, -0.37, -0.13], [0.19, 0.01, -0.21], [-0.04, 0.06, -0.28], [-0.09, 0.00, -0.22], [-0.10, 0.06, -0.66], [-0.28, 1.51, 0.32], [-0.11, 0.41, 0.58], [0.18, -0.33, 0.08], [-0.08, 0.29, -0.79], [0.18, -0.31, -0.03], [0.00, 0.02, 0.26], [-0.11, 0.07, 0.26], [0.09, -0.08, 0.89], [-0.60, 1.46, -0.16], [-0.27, 0.47, -0.29], [0.19, 0.01, 0.19], [-0.10, -0.15, 0.19], [0.22, -0.37, 0.13], [0.22, -0.12, -0.04], [0.10, 0.13, -0.01], [0.08, -0.04, 0.10], [0.07, -0.12, -0.30], [-0.12, 0.00, -0.05], [0.06, 0.11, -0.06], [-0.01, -0.25, -0.04], [0.00, -0.09, 0.11], [-0.16, -0.02, 0.00], [-0.07, 0.11, -0.11], [-0.30, 0.33, -0.09], [0.07, -0.11, -0.02], [0.06, -0.10, 0.02], [-0.06, 0.11, 0.12], [-0.01, 0.12, 0.03], [0.00, -0.09, -0.10], [-0.01, -0.25, 0.04], [-0.16, -0.02, 0.01], [0.08, -0.04, -0.10], [0.10, 0.13, 0.01], [0.22, -0.11, 0.04], [-0.12, 0.00, 0.06], [0.07, -0.12, 0.30], [0.06, 0.10, 0.06], [0.39, 0.13, 0.04], [-0.20, -0.31, -0.18], [-0.07, 0.43, 0.07], [0.04, 0.05, 0.43], [0.73, 1.46, 1.38], [-1.80, -2.58, -2.57], [-0.01, -0.88, -0.17], [1.67, 1.93, -1.04], [-0.93, -0.72, 0.66], [-0.18, -0.50, 0.00], [0.93, 0.55, -0.68], [-0.60, 0.76, 0.95], [0.77, -0.28, -0.72], [0.02, 0.06, -0.12], [0.24, -0.84, -0.58], [-0.62, 0.17, 0.58], [0.53, 0.15, 0.42], [-0.29, 0.34, -0.54], [-0.21, -0.61, 0.07], [-0.25, -0.14, 0.19], [0.07, -0.70, 0.27]]
}